Here is a cluster of 2 separate species, CH2NO2S2 in total at a distorted geometry from the OMol25 dataset. Energies are from the ωB97M-V functional and the def2-TZVPD basis.

Last column: Löwdin charge in e.
Cartesian coordinates (Å):
C  -2.623  -0.248  0.010  -0.498
N  1.312  0.013  -0.570  -1.145
O  -2.943  0.277  -0.957  0.189
O  -2.407  -0.776  1.001  0.180
S  0.526  1.010  0.506  0.379
S  2.805  -0.621  -0.179  0.332
H  0.865  2.246  0.011  -0.212
H  2.463  -1.900  0.178  -0.226

Results
Molar mass, g/mol: 124.17
E_LUMO, hartree: 0.1208
HOMO energy, hartree: -0.09523
DFT total energy, hartree: -1040.92977
Frontier orbital gap, eV: 5.9
Net charge: -1

Here is a cluster of 2 separate species, C2H6O2SSi in total at a distorted geometry from the OMol25 dataset. Energies are from the ωB97M-V functional and the def2-TZVPD basis.

Last column: Löwdin charge in e.
Cartesian coordinates (Å):
C  -0.044  0.681  0.611  -0.756
C  -1.953  -0.510  0.423  -0.078
O  -0.668  1.678  0.869  0.024
O  -0.572  -0.517  0.464  -0.130
Si  1.735  0.923  0.102  0.503
S  3.410  -0.443  0.351  0.360
H  -2.327  0.082  1.246  0.097
H  -2.240  -1.650  0.498  0.138
H  -2.142  -0.295  -0.571  0.064
H  1.971  2.345  0.273  -0.072
H  -0.021  0.434  -2.592  0.075
H  2.786  -1.130  1.299  -0.225

Results
Molar mass, g/mol: 122.22
E_LUMO (alpha / beta), hartree: -0.0344 / -0.0273
HOMO energy (alpha / beta), hartree: -0.37535 / -0.28090
DFT total energy, hartree: -917.80291
Frontier orbital gap (alpha / beta), eV: 9.3 / 6.9

Here is a cluster of 9 separate species, C51H96N6O12 in total at a distorted geometry from the OMol25 dataset. Energies are from the ωB97M-V functional and the def2-TZVPD basis.

Last column: Löwdin charge in e.
Cartesian coordinates (Å):
C  17.882  16.487  17.455  -0.095
C  19.183  16.476  16.650  -0.249
C  19.937  17.791  16.646  -0.189
C  19.071  18.927  16.476  -0.228
N  18.354  19.850  16.348  0.158
H  17.466  15.485  17.561  0.049
H  17.142  17.189  17.071  0.060
H  18.201  16.871  18.424  0.079
H  18.902  16.223  15.627  0.099
H  19.751  15.593  16.943  0.099
H  20.760  17.828  15.932  0.124
H  20.433  17.882  17.612  0.122
C  17.246  19.209  12.905  -0.084
C  16.512  18.007  12.302  -0.247
C  15.127  17.743  12.870  -0.195
C  14.893  17.629  14.310  -0.200
N  14.730  17.580  15.462  0.154
H  18.213  19.447  12.461  0.071
H  17.606  19.011  13.915  0.040
H  16.643  20.114  12.835  0.082
H  16.984  17.035  12.448  0.082
H  16.435  18.015  11.215  0.109
H  14.812  16.761  12.517  0.106
H  14.418  18.477  12.487  0.124
C  19.571  14.649  20.753  -0.113
C  18.638  13.745  19.980  -0.255
C  18.113  12.654  20.923  -0.199
C  17.381  13.113  22.090  -0.222
N  16.850  13.480  23.062  0.143
H  20.349  14.079  21.262  0.073
H  19.036  15.238  21.498  0.079
H  20.236  15.317  20.206  0.065
H  19.115  13.241  19.140  0.097
H  17.866  14.376  19.541  0.091
H  18.942  12.036  21.266  0.116
H  17.496  12.061  20.248  0.101
C  15.833  11.126  10.870  -0.017
C  16.640  12.466  11.115  -0.434
C  17.745  11.974  12.076  -0.131
C  18.891  12.992  12.171  -0.187
C  19.447  13.238  10.784  -0.110
C  18.374  13.806  9.806  -0.544
N  17.167  12.985  9.831  -0.109
O  16.235  13.277  8.821  0.007
C  18.065  15.231  10.145  -0.039
C  18.927  13.778  8.421  -0.050
C  15.798  13.516  11.924  -0.016
H  15.096  11.289  10.084  0.068
H  15.260  10.852  11.756  0.072
H  16.452  10.275  10.589  0.081
H  17.330  11.830  13.073  0.112
H  18.201  11.027  11.789  0.122
H  19.653  12.568  12.825  0.109
H  18.610  13.931  12.647  0.097
H  19.734  12.267  10.381  0.123
H  20.283  13.930  10.885  0.126
H  17.364  15.645  9.420  0.091
H  17.848  15.385  11.203  0.055
H  18.989  15.791  10.005  0.093
H  18.165  14.043  7.687  0.083
H  19.770  14.437  8.215  0.090
H  19.307  12.809  8.100  0.091
H  15.295  12.993  12.737  0.069
H  15.154  14.013  11.197  0.076
H  16.416  14.320  12.322  0.053
H  15.939  14.156  9.071  0.076
C  9.821  10.409  14.716  -0.031
C  10.074  11.733  14.021  -0.459
C  11.472  12.203  14.563  -0.125
C  12.072  13.390  13.746  -0.168
C  12.303  12.948  12.295  -0.144
C  10.993  12.424  11.617  -0.438
N  10.222  11.514  12.529  -0.133
O  9.101  10.980  11.993  -0.006
C  10.107  13.669  11.179  -0.023
C  11.446  11.693  10.341  -0.043
C  9.116  12.847  14.456  -0.030
H  8.894  9.968  14.350  0.079
H  9.648  10.553  15.783  0.078
H  10.691  9.780  14.525  0.087
H  11.430  12.587  15.582  0.080
H  12.285  11.476  14.537  0.112
H  13.062  13.608  14.147  0.077
H  11.387  14.237  13.724  0.099
H  13.171  12.292  12.227  0.092
H  12.640  13.889  11.862  0.103
H  9.246  13.419  10.559  0.078
H  9.742  14.180  12.070  0.057
H  10.651  14.493  10.718  0.073
H  12.146  10.885  10.552  0.084
H  10.621  11.365  9.708  0.076
H  11.853  12.462  9.685  0.085
H  8.229  12.677  13.845  0.084
H  9.425  13.877  14.277  0.064
H  8.795  12.921  15.495  0.082
H  9.519  10.251  11.530  0.106
C  21.461  8.769  16.888  -0.005
C  20.836  10.076  17.593  -0.414
C  21.047  9.967  19.150  -0.140
C  22.458  10.376  19.481  -0.176
C  22.645  11.859  19.096  -0.131
C  22.505  12.065  17.557  -0.495
N  21.281  11.385  17.035  -0.121
O  21.224  11.427  15.670  -0.005
C  22.370  13.594  17.397  -0.028
C  23.767  11.529  16.908  -0.032
C  19.301  10.044  17.343  -0.048
H  22.502  8.900  16.592  0.060
H  20.825  8.429  16.071  0.073
H  21.342  7.956  17.604  0.068
H  20.275  10.514  19.691  0.099
H  20.888  8.925  19.427  0.109
H  23.235  9.750  19.043  0.114
H  22.579  10.330  20.563  0.108
H  23.614  12.231  19.428  0.119
H  21.868  12.446  19.585  0.097
H  22.076  13.774  16.363  0.080
H  21.640  13.981  18.108  0.059
H  23.304  14.120  17.596  0.085
H  24.688  11.777  17.437  0.087
H  23.697  10.442  16.867  0.060
H  23.865  11.885  15.882  0.085
H  18.909  10.303  16.359  0.079
H  18.769  10.852  17.846  0.066
H  18.841  9.133  17.726  0.066
H  20.377  11.862  15.552  0.051
C  16.467  8.798  19.395  -0.001
C  16.191  8.160  17.992  -0.349
C  14.698  7.782  17.791  -0.077
O  14.387  8.365  16.556  0.096
C  15.406  9.054  16.069  -0.514
O  15.485  9.638  14.992  0.126
O  16.435  8.983  16.948  0.070
H  15.650  9.507  19.527  0.077
H  17.404  9.355  19.401  0.055
H  16.527  8.091  20.222  0.089
H  16.865  7.305  17.935  0.149
H  14.143  8.251  18.603  0.127
H  14.537  6.705  17.829  0.138
C  11.343  16.651  17.914  -0.024
C  12.037  15.339  18.201  -0.304
C  11.902  14.714  19.613  -0.088
O  11.210  13.509  19.437  0.104
C  11.042  13.251  18.161  -0.574
O  10.619  12.192  17.738  0.132
O  11.346  14.343  17.444  0.061
H  10.309  16.645  18.257  0.093
H  11.430  16.901  16.857  0.089
H  11.810  17.470  18.461  0.090
H  13.055  15.493  17.844  0.133
H  11.427  15.442  20.271  0.133
H  12.880  14.625  20.086  0.131
C  14.768  12.631  17.497  0.031
C  15.378  12.816  16.047  -0.274
C  15.621  14.268  15.651  -0.114
O  16.992  14.349  15.345  0.047
C  17.576  13.167  15.620  -0.483
O  18.794  13.029  15.599  0.112
O  16.684  12.236  16.100  0.074
H  13.913  13.296  17.620  0.062
H  15.488  12.896  18.272  0.082
H  14.469  11.592  17.633  0.081
H  14.652  12.319  15.403  0.130
H  15.414  14.888  16.523  0.115
H  15.024  14.477  14.763  0.109

Results
Molar mass, g/mol: 985.36
E_LUMO, hartree: 0.0106
HOMO energy, hartree: -0.28670
DFT total energy, hartree: -3232.06451
Frontier orbital gap, eV: 8.1

Here is a structure of composition C5H8O from the OMol25 dataset. Energies are from the ωB97M-V functional and the def2-TZVPD basis.

Last column: Löwdin charge in e.
Cartesian coordinates (Å):
C  -0.427  -0.295  1.372  -0.181
C  0.971  -0.291  0.846  -0.018
C  0.944  -0.594  -0.644  -0.205
C  -0.361  -0.129  -1.322  -0.194
O  -0.829  1.040  -0.655  -0.113
C  -0.393  1.059  0.669  -0.259
H  -1.182  -0.953  0.934  0.116
H  -0.519  -0.248  2.458  0.103
H  0.749  1.294  0.699  0.135
H  1.032  -1.688  -0.710  0.125
H  1.829  -0.177  -1.135  0.103
H  -1.130  -0.910  -1.272  0.113
H  -0.221  0.138  -2.373  0.122
H  -0.827  1.896  1.215  0.154

Results
Molar mass, g/mol: 84.12
E_LUMO, hartree: 0.0363
HOMO energy, hartree: -0.30235
DFT total energy, hartree: -270.39746
Frontier orbital gap, eV: 9.2